Entry 1:
A structure of composition C31H60BN5O10S2, computed with ωB97M-V/def2-TZVPD.

Computed properties:
Net charge: 0
Multiplicity: 1
Kohn-Sham gap in hartree: 0.3104
Electronic energy in Ha: -3064.4743
E_LUMO in eV: -0.3
HOMO level in eV: -8.70

Each line ends with the Löwdin charge.
Atoms and positions in Å:
N (-1.824650, 1.455491, 2.439107)  0.158
B (-0.538382, 0.778372, 2.596920)  -0.553
O (-0.517400, -0.525929, 3.036582)  0.122
C (0.827931, 1.483463, 2.257885)  -0.020
C (0.865860, 2.820075, 1.992348)  0.020
C (2.051153, 3.561101, 1.680840)  -0.195
C (1.999869, 5.043385, 1.421880)  -0.143
C (0.999848, 5.472138, 0.352042)  -0.180
C (-0.454140, 5.650944, 0.788437)  -0.207
C (-0.648389, 6.584044, 1.999913)  -0.185
C (-1.272012, 5.973846, 3.266404)  -0.202
C (-2.785057, 6.181694, 3.342301)  -0.271
C (-3.494005, 5.425446, 2.220087)  -0.428
S (-3.944835, 3.775634, 2.841397)  1.035
C (-3.855590, 2.911989, 1.337318)  -0.692
N (-2.810662, 2.894950, 0.589790)  0.010
N (-3.128197, 2.112736, -0.510216)  0.101
C (-4.326791, 1.718075, -0.324167)  -0.163
O (-4.862140, 2.176965, 0.824687)  0.077
C (3.236116, 2.903021, 1.618025)  0.031
C (3.275082, 1.513327, 1.888459)  -0.355
N (4.368319, 0.746936, 1.871973)  -0.246
S (3.896851, -0.722597, 2.265100)  1.003
N (2.318365, -0.497770, 2.471207)  -0.212
C (2.086669, 0.795393, 2.225331)  -0.312
H (-1.821920, 2.174450, 1.725419)  -0.012
H (-2.193782, 1.849373, 3.296404)  0.045
H (-1.045073, -0.659846, 3.831914)  0.102
H (-0.066488, 3.367571, 2.018475)  0.084
H (1.854722, 5.587338, 2.356438)  0.115
H (2.994503, 5.313490, 1.068455)  0.110
H (1.320298, 6.444672, -0.027896)  0.118
H (1.048151, 4.793116, -0.497541)  0.086
H (-0.951221, 4.691371, 0.921450)  0.064
H (-0.966979, 6.110074, -0.057634)  0.110
H (0.283349, 7.085336, 2.254985)  0.101
H (-1.320281, 7.385739, 1.686231)  0.109
H (-1.091077, 4.897874, 3.328119)  0.099
H (-0.829877, 6.411506, 4.160733)  0.110
H (-3.058322, 7.234972, 3.335702)  0.112
H (-3.130639, 5.784626, 4.300495)  0.091
H (-2.835752, 5.296538, 1.371037)  0.049
H (-4.400311, 5.916435, 1.876811)  0.081
H (-4.875601, 1.082931, -0.993762)  0.138
H (4.158850, 3.409714, 1.373165)  0.121
C (1.658703, 3.224453, -5.152310)  -0.107
O (1.057128, 2.212473, -4.369073)  -0.198
C (1.424732, 2.248133, -2.999093)  -0.192
C (0.321469, 2.824401, -2.146426)  -0.202
O (0.101943, 4.203378, -2.406593)  -0.213
C (-1.037302, 4.445982, -3.210548)  -0.098
H (1.173780, 3.214299, -6.127066)  0.089
H (1.530416, 4.212093, -4.701456)  0.084
H (2.727932, 3.028007, -5.288955)  0.088
H (2.355747, 2.806680, -2.860711)  0.129
H (1.598265, 1.214313, -2.681438)  0.124
H (0.608386, 2.735359, -1.092041)  0.115
H (-0.600906, 2.253583, -2.289324)  0.113
H (-1.956584, 4.247639, -2.648373)  0.081
H (-1.029828, 3.831126, -4.114167)  0.085
H (-1.016908, 5.496767, -3.496874)  0.089
C (1.238870, -4.866295, 7.083250)  -0.113
O (0.304161, -5.714873, 6.444879)  -0.189
C (-1.045371, -5.341427, 6.665867)  -0.209
C (-1.629790, -4.610335, 5.478511)  -0.210
O (-1.012998, -3.350462, 5.281067)  -0.193
C (-0.057328, -3.338659, 4.228852)  -0.107
H (2.226494, -5.130214, 6.709380)  0.089
H (1.044898, -3.814011, 6.861411)  0.083
H (1.221465, -5.014844, 8.168827)  0.088
H (-1.131214, -4.721417, 7.563846)  0.125
H (-1.616140, -6.260775, 6.831626)  0.124
H (-2.693708, -4.430579, 5.665247)  0.124
H (-1.542905, -5.226680, 4.578550)  0.127
H (-0.552939, -3.403712, 3.255963)  0.093
H (0.661074, -4.156634, 4.326792)  0.087
H (0.476306, -2.394279, 4.279208)  0.073
C (-0.447491, -0.846027, -4.863913)  -0.110
O (-1.328633, -1.910219, -4.554172)  -0.188
C (-0.682318, -3.001360, -3.918266)  -0.205
C (-0.918734, -2.994465, -2.425091)  -0.200
O (-0.294671, -1.885400, -1.794875)  -0.186
C (-1.184730, -0.832952, -1.472718)  -0.113
H (-1.053074, 0.008914, -5.158323)  0.088
H (0.156021, -0.563349, -3.998790)  0.072
H (0.216561, -1.111083, -5.694020)  0.091
H (0.391667, -2.992104, -4.125238)  0.126
H (-1.098403, -3.922085, -4.338775)  0.122
H (-0.480382, -3.901591, -1.997072)  0.122
H (-1.993062, -3.002361, -2.214660)  0.126
H (-1.840364, -1.117405, -0.641811)  0.090
H (-1.795201, -0.543490, -2.332564)  0.084
H (-0.585346, 0.021798, -1.162239)  0.074
C (0.252491, -7.322396, -3.582090)  -0.111
O (1.196329, -6.273977, -3.696209)  -0.203
C (2.454424, -6.579770, -3.115004)  -0.204
C (3.480113, -6.948584, -4.161739)  -0.207
O (3.157166, -8.167991, -4.809951)  -0.189
C (2.586696, -7.993138, -6.092986)  -0.112
H (-0.600768, -7.062722, -4.206790)  0.087
H (0.665460, -8.275021, -3.922597)  0.084
H (-0.088397, -7.428256, -2.546213)  0.089
H (2.354654, -7.389004, -2.385431)  0.127
H (2.796855, -5.685177, -2.585411)  0.127
H (4.449898, -7.083836, -3.672937)  0.126
H (3.578163, -6.138845, -4.891345)  0.126
H (3.338533, -7.643532, -6.808928)  0.088
H (1.754913, -7.284531, -6.071257)  0.083
H (2.217421, -8.963537, -6.420063)  0.088

Forces on atoms 1 to 2 (eV/Å):
1.4 -0.7 0.8
-0.7 -0.1 -0.1


Entry 2:
An isolated molecule of C3H5FN4, computed with ωB97M-V/def2-TZVPD.

Computed properties:
Net charge: 0
Multiplicity: 1
SMILES: [H]/N=c1/[nH]cc(F)n1N
Kohn-Sham gap in hartree: 0.3114
Electronic energy in Ha: -436.1592
E_LUMO in eV: 0.7
HOMO level in eV: -7.73

Each line ends with the Löwdin charge.
Atoms and positions in Å:
C (-1.226620, -0.376290, -0.037986)  -0.308
C (-0.734336, -1.624535, 0.035298)  -0.031
C (1.052039, -0.167418, -0.122714)  -0.462
H (-0.612940, 2.021159, 0.950726)  0.085
H (-0.775544, 2.361521, -0.656168)  0.097
H (-1.240119, -2.585569, 0.038646)  0.118
H (1.312223, -2.180713, 0.285016)  0.148
H (2.192548, 1.283974, -0.084212)  0.033
N (-0.229344, 1.887938, 0.047311)  0.100
N (-0.179403, 0.536498, -0.245587)  -0.070
N (0.665561, -1.501254, -0.109934)  0.069
N (2.237557, 0.260432, -0.022791)  0.109
F (-2.461620, 0.084252, -0.077607)  0.112

Forces on atoms 1 to 2 (eV/Å):
0.9 -0.6 0.0
-0.4 0.4 -0.1


Entry 3:
A cluster of 2 separate species, C3H8O2 in total, computed with ωB97M-V/def2-TZVPD.

Computed properties:
Net charge: 0
Multiplicity: 1
SMILES: C=CO.CO
Kohn-Sham gap in hartree: 0.3884
Electronic energy in Ha: -269.4953
E_LUMO in eV: 0.9
HOMO level in eV: -9.62

Each line ends with the Löwdin charge.
Atoms and positions in Å:
C (1.205623, 0.600991, -1.961934)  -0.176
O (0.628510, 0.369483, -0.711101)  -0.173
H (2.030877, 1.366317, -1.791338)  0.092
H (1.573044, -0.213615, -2.527651)  0.047
H (0.286688, 0.979477, -2.566577)  0.113
H (1.127425, -0.209871, -0.084047)  0.089
C (-0.289745, 0.088419, 1.862760)  -0.004
C (-1.088619, -0.846873, 1.396636)  -0.274
O (-1.787752, -0.780562, 0.198132)  -0.042
H (0.505020, -0.006208, 2.566593)  0.052
H (-0.326268, 1.130438, 1.516777)  0.075
H (-1.114048, -1.834373, 1.781858)  0.092
H (-2.750754, -0.643624, 0.319893)  0.109

Forces on atoms 1 to 2 (eV/Å):
-1.1 2.7 -0.1
0.2 -1.2 1.2